Entry 1:
DFT (wB97M-V/def2-TZVPD) results for one molecule with the formula C7H14OS in a non-equilibrium geometry.

The calculation puts the LUMO energy at 0.841 eV. The multiplicity is 1. As for the total charge: 0. The total energy is -748.45918 Eh. The orbital gap is 9.46 eV. The calculation puts the relative energy (zero: lowest compared OMol25 entry of this formula, charge and spin) at 52.22 kcal per mole.

Geometry (Å):
C -0.9047 -0.8938 -0.6264
C 0.5162 -0.6236 -1.0087
C -1.5894 0.4601 -0.4972
C 1.0998 0.2577 0.0389
C -2.7411 0.7442 0.4584
C 1.3551 -0.4713 1.4545
C 2.2787 0.9776 -0.5965
O 0.0022 2.7129 -0.4008
S -0.2125 1.5596 0.4541
H -1.4081 -1.2994 -1.4432
H -0.8819 -1.3488 0.3065
H 1.1065 -1.5812 -1.0195
H 0.5070 0.0451 -1.8750
H -1.8524 0.9263 -1.4231
H -3.5879 0.0710 0.2796
H -3.1443 1.7139 0.1261
H -2.4066 0.5707 1.4333
H 1.1799 -1.5085 1.2982
H 0.5512 -0.0568 2.1400
H 2.3194 -0.0479 1.8386
H 2.6377 1.9155 -0.0004
H 1.8901 1.4934 -1.4384
H 3.1648 0.3544 -0.9661

Entry 2:
DFT (wB97M-V/def2-TZVPD) results for one molecule with the formula C5H5IOS in a non-equilibrium geometry.

The calculation puts the LUMO energy at -0.780 eV. The multiplicity is 1. As for the total charge: 0. The total energy is -964.52628 Eh. The orbital gap is 7.47 eV. The calculation puts the relative energy (zero: lowest compared OMol25 entry of this formula, charge and spin) at 48.43 kcal per mole.

Geometry (Å):
C -0.4324 0.5378 0.9700
C 0.3524 -1.7092 0.3758
C -0.3008 -0.9668 1.3914
C 0.3918 0.9417 -0.2216
C 1.4223 -0.0737 -0.6244
O -1.1859 1.2637 1.4655
S 0.7414 -3.2036 0.1075
I 3.4012 0.2119 0.0637
H 0.0973 -1.0971 2.4405
H -1.4436 -1.1825 1.6564
H -0.2174 1.2262 -1.0166
H 0.8750 1.9309 0.0250
H 1.6025 -0.3094 -1.7189

Entry 3:
DFT (wB97M-V/def2-TZVPD) results for C18H33N6O5P2PdS2 as an isolated structure.

The calculation puts the LUMO energy at -4.298 eV. The multiplicity is 1. As for the total charge: +1. The total energy is -3017.31040 Eh. The orbital gap is 5.50 eV.

Geometry (Å):
Pd 0.2289 -0.2399 0.9540
O 4.2680 0.3649 3.9037
C 4.2875 -0.0529 2.6029
C 5.5413 -0.1515 2.0105
C 5.6590 -0.5908 0.7070
C 4.5303 -0.9520 -0.0205
C 3.2859 -0.8534 0.5663
C 3.1401 -0.3868 1.8744
C 1.7724 -0.2939 2.4690
O 1.0331 -1.3212 2.6220
N 1.5798 0.8700 3.2675
N -0.7080 0.3431 3.7331
C -1.2592 -0.1025 4.8661
S -0.7302 -1.5704 5.5596
C -1.7276 -1.4380 7.0748
C -2.9589 -0.6217 6.7413
S -2.4452 0.7904 5.7188
H 3.3723 0.2994 4.2571
H 6.4089 0.1116 2.6003
H 6.6402 -0.6603 0.2563
H 4.6223 -1.3054 -1.0379
H 2.3943 -1.1251 0.0134
H -1.1010 -0.9665 7.8314
H -2.0000 -2.4390 7.4037
H -3.4733 -0.2512 7.6255
H -3.6558 -1.2033 6.1380
C -3.0877 -1.2297 0.5672
N -2.8381 0.1517 0.9785
C -3.8807 0.7092 1.8230
P -2.0380 1.1293 -0.0962
O -0.9963 0.4004 -0.8588
O -1.5399 2.3286 0.8719
P -0.0600 2.7911 1.3411
O 1.0904 2.0991 0.7468
N -0.1117 4.3968 1.0361
C -1.3159 5.1492 0.7150
C 1.1296 5.0501 0.6122
N -0.0594 2.6340 3.0242
C 0.3238 1.4269 3.7217
C -1.0297 3.4294 3.7690
N -3.0470 1.9305 -1.1158
C -3.3222 1.3670 -2.4362
C -3.9932 2.9483 -0.6891
H -4.0474 -1.3338 0.0491
H -3.1040 -1.8670 1.4534
H -2.2875 -1.5720 -0.0843
H -4.0245 0.0548 2.6861
H -4.8435 0.7972 1.3066
H -3.5889 1.6917 2.1932
H -2.1972 4.6760 1.1387
H -1.4542 5.2358 -0.3668
H -1.2341 6.1543 1.1333
H 1.9830 4.4105 0.8182
H 1.2495 5.9932 1.1475
H 1.1062 5.2515 -0.4612
H 2.2207 1.6099 3.0111
H -0.3404 -0.4636 3.1822
H 0.4530 1.7377 4.7639
H -1.1235 4.4109 3.3122
H -0.6794 3.5713 4.7932
H -2.0223 2.9626 3.7952
H -2.5908 0.5993 -2.6727
H -3.2513 2.1532 -3.1901
H -4.3273 0.9372 -2.4775
H -3.7549 3.3052 0.3096
H -5.0182 2.5650 -0.6851
H -3.9539 3.7998 -1.3726

Entry 4:
DFT (wB97M-V/def2-TZVPD) results for a 2-piece molecular cluster, C18H25N2O2 overall in a non-equilibrium geometry.

The calculation puts the LUMO energy at -5.172 eV. The multiplicity is 1. As for the total charge: +1. The total energy is -960.54673 Eh. The orbital gap is 5.16 eV. The calculation puts the relative energy (zero: lowest compared OMol25 entry of this formula, charge and spin) at 76.03 kcal per mole.

Geometry (Å):
C -5.3558 2.7283 -1.4845
O -5.1463 1.2974 -1.5489
C -3.8716 0.8477 -1.4239
C -3.6668 -0.5548 -1.4908
C -2.3925 -1.0552 -1.4407
C -1.2458 -0.2049 -1.2976
C 0.0349 -0.8062 -1.3377
C 1.3121 -0.2053 -1.4326
C 2.4618 -1.0546 -1.3179
C 3.7397 -0.5544 -1.3244
C 3.9437 0.8460 -1.4310
O 5.2236 1.2953 -1.3678
C 5.4271 2.7275 -1.4333
C 2.8332 1.7084 -1.6034
C 1.5580 1.1782 -1.6742
C -1.4977 1.1808 -1.0871
C -2.7667 1.7101 -1.2193
H -6.4400 2.8297 -1.5278
H -4.9661 3.1537 -0.5461
H -4.8855 3.2358 -2.3415
H -4.5396 -1.1979 -1.5966
H -2.2303 -2.1306 -1.5141
H 0.0328 -1.8953 -1.3493
H 2.3030 -2.1271 -1.2297
H 4.6152 -1.1930 -1.2350
H 6.5113 2.8341 -1.4075
H 5.0209 3.1523 -2.3651
H 4.9678 3.2332 -0.5690
H 2.9859 2.7862 -1.6917
H 0.7577 1.8590 -1.9375
H -0.7019 1.8600 -0.8020
H -2.9199 2.7898 -1.1524
C -1.8248 -1.4244 2.1263
N -1.0479 -2.0329 3.1971
N 0.3408 -2.0785 2.9084
C 1.1260 -1.2817 3.8409
C 0.7960 -3.4556 2.8353
H -2.8776 -1.4455 2.4291
H -1.5254 -0.3779 1.9350
H -1.6880 -2.0047 1.2048
H -1.1780 -1.5397 4.0785
H 2.1594 -1.3016 3.4757
H 0.7516 -0.2494 3.8392
H 1.1151 -1.6684 4.8789
H 1.8415 -3.4410 2.5050
H 0.7433 -3.9806 3.8090
H 0.1659 -3.9918 2.1173

Entry 5:
DFT (wB97M-V/def2-TZVPD) results for C12H19AlCl12F3O5 as an isolated structure in a non-equilibrium geometry.

The calculation puts the LUMO energy at 1.952 eV. The multiplicity is 1. As for the total charge: -1. The total energy is -6909.16688 Eh. The orbital gap is 6.81 eV. The calculation puts the relative energy (zero: lowest compared OMol25 entry of this formula, charge and spin) at 20.09 kcal per mole.

Geometry (Å):
C 1.9514 3.3405 0.4626
Al 0.6043 1.8581 0.2840
O 0.4883 0.6018 1.6373
C -0.1626 -0.3750 0.8682
C -0.7722 -1.5434 1.6092
C -2.0478 -1.9533 0.8922
O -3.0069 -0.9203 1.0489
C -4.1808 -1.1403 0.3326
C -4.4759 -0.0005 -0.6472
F -5.7772 0.3282 -0.5475
F -4.3101 -0.3633 -1.9013
F -3.8040 1.0789 -0.4127
C 0.7670 -0.6773 -0.3261
C 2.1897 -1.0971 0.0847
O 2.6384 -2.0239 -0.8851
O 4.0297 -2.1492 -0.6714
O 0.9287 0.5579 -0.9767
H 2.3307 3.3664 1.4793
H 2.7650 3.1983 -0.2494
H 1.4986 4.2913 0.1913
H -0.8871 2.4466 0.3366
H -0.9655 0.2046 0.3773
H -0.0806 -2.3819 1.6793
H -1.0826 -1.2548 2.6081
H -2.4621 -2.8728 1.3194
H -1.7848 -2.1403 -0.1539
H -4.1424 -2.0513 -0.2602
H -5.0064 -1.1378 1.0397
H 0.3308 -1.4847 -0.9328
H 2.2433 -1.5127 1.0978
H 2.8094 -0.2123 0.0475
H 4.3059 -2.7913 -1.3399
C -2.5222 4.2348 -2.3751
Cl -2.6291 4.9278 -4.0078
Cl -0.9734 3.4595 -2.1132
Cl -2.8198 5.4817 -1.1579
H -3.2946 3.4827 -2.2798
C -5.0200 7.4704 1.5538
Cl -5.1261 5.7516 1.1780
Cl -4.8178 7.7203 3.2921
Cl -3.7065 8.2412 0.6627
H -5.9477 7.9388 1.2543
C 4.0993 -5.8899 -2.7141
Cl 4.4497 -7.0469 -4.0020
Cl 3.7753 -6.7303 -1.1882
Cl 5.4281 -4.7439 -2.5504
H 3.2050 -5.3420 -2.9807
C 6.1195 -3.9425 1.8724
Cl 7.7064 -3.3045 1.4284
Cl 5.5354 -5.0702 0.6505
Cl 6.1821 -4.7141 3.4622
H 5.4240 -3.1138 1.9231

Entry 6:
DFT (wB97M-V/def2-TZVPD) results for C6H2BrIMnN2 as an isolated structure in a non-equilibrium geometry.

The expectation value of S² is 8.76. The calculation puts the LUMO energy (spin up / spin down) at -11.908 / -11.816 eV. The multiplicity is 6. As for the total charge: +2. The total energy is -4360.90942 Eh. The orbital gap (spin up / spin down) is 3.94 / 4.03 eV.

Geometry (Å):
C -0.3582 -1.5903 -1.9358
C -0.1080 -0.5781 -0.9607
C -0.2853 0.9007 -0.1996
I 0.1895 2.5857 -1.5732
C -1.8575 1.1529 0.3052
N -3.1316 0.9575 0.5772
C 0.7234 0.8856 1.0948
Br 1.9918 2.4678 0.8935
C 1.6215 -0.5224 1.1587
N 2.1765 -1.6328 1.5334
H -0.5208 -2.3820 -2.8146
H 0.0503 1.0121 2.0677
Mn -0.4916 -3.2568 -0.1467

Entry 7:
DFT (wB97M-V/def2-TZVPD) results for C14H28Cl2O2PbSi as an isolated structure in a non-equilibrium geometry.

The calculation puts the LUMO energy (spin up / spin down) at 4.979 / 4.711 eV. The multiplicity is 1. As for the total charge: -2. The total energy is -2103.45931 Eh. The orbital gap (spin up / spin down) is 6.37 / 4.61 eV.

Geometry (Å):
C -1.4948 -1.6698 -1.9437
C -2.5374 -0.8213 -1.4603
C -2.7818 -1.1569 -0.0927
C -3.1743 0.2966 -2.1802
C -1.9239 -2.2420 0.2529
C -1.1182 -2.5502 -0.8854
C -0.0289 -3.5314 -0.9169
C -0.8412 -1.5795 -3.2559
C -3.6989 -0.4416 0.8180
C -1.8234 -2.8655 1.5832
Pb 0.7253 0.4624 -0.1936
Cl -2.2296 3.3812 -0.1730
Cl 0.3639 1.5277 -2.5532
O 0.5405 -1.1260 1.2555
H -2.6264 0.5140 -3.1048
H -3.1542 1.2142 -1.5641
H -4.2250 0.1075 -2.4584
H -3.6594 0.6403 0.5998
H -3.3724 -0.5826 1.8592
H -4.7572 -0.7640 0.7524
H -1.9460 -2.1044 2.3644
H -0.8243 -3.2959 1.7070
H -2.5600 -3.6649 1.7738
H 0.4047 -3.6181 0.0781
H 0.7423 -3.2097 -1.6144
H -0.3469 -4.5297 -1.2267
H -0.8184 -0.5468 -3.6006
H -1.3303 -2.1814 -4.0214
H 0.1836 -1.9303 -3.1805
H 0.2745 -0.8149 2.1276
O 2.1648 -0.8413 -1.1893
H 2.3694 -1.5230 -0.5250
C 3.3707 0.9307 2.0766
Si 2.6374 2.5003 1.3334
C 2.9753 4.0897 2.2649
C 3.2783 2.4134 -0.4439
C 0.8166 2.2726 1.2400
H 4.4685 1.0332 2.1077
H 3.1431 0.0431 1.4589
H 2.9767 0.7389 3.0866
H 4.0523 4.2918 2.3141
H 2.4705 4.9288 1.7599
H 2.5713 4.0217 3.2873
H 3.2068 1.3968 -0.8765
H 2.7222 3.0837 -1.1160
H 4.3493 2.6606 -0.4480
H 0.2607 1.9688 2.1458
H 0.2043 3.0736 0.7777

Entry 8:
DFT (wB97M-V/def2-TZVPD) results for C20H30BN10O6PPbS3 as an isolated structure.

The calculation puts the LUMO energy at 0.394 eV. The multiplicity is 1. As for the total charge: 0. The total energy is -3532.83670 Eh. The orbital gap is 8.62 eV. The calculation puts the relative energy (zero: lowest compared OMol25 entry of this formula, charge and spin) at 9.54 kcal per mole.

Geometry (Å):
Pb -0.1527 -0.0558 -0.4349
C -0.1282 4.5563 -1.5363
C 0.4051 3.4128 -0.9393
N -0.4426 2.3913 -1.0498
N -1.5290 2.8551 -1.7056
C -1.3608 4.1512 -2.0068
B -2.7655 1.9954 -2.0262
N -2.3970 0.8517 -2.9946
C -2.9709 0.5444 -4.1686
C -2.4041 -0.6243 -4.6368
C -1.4680 -0.9668 -3.6546
N -1.4606 -0.0629 -2.6821
N -3.3407 1.3767 -0.7314
C -4.5893 1.5090 -0.2591
C -4.7402 0.6638 0.8220
C -3.4979 0.0325 0.9369
N -2.6605 0.4711 0.0025
H 0.3155 5.5338 -1.5989
H 1.3438 3.2922 -0.4245
H -2.1354 4.6945 -2.5208
H -3.6009 2.6916 -2.5338
H -3.7419 1.1730 -4.5813
H -2.6388 -1.1541 -5.5430
H -0.7923 -1.8038 -3.6074
H -5.2817 2.1873 -0.7283
H -5.6178 0.5181 1.4266
H -3.1647 -0.7139 1.6390
O 2.8224 -1.0244 0.4364
N 2.9224 -1.7957 1.5803
N 1.9873 -2.6387 1.5504
O 1.1502 -2.7873 0.6371
C 1.8993 -3.4680 2.7456
C 1.3014 -4.7054 2.6126
C 1.1947 -5.5099 3.7369
C 1.6713 -5.0627 4.9606
C 2.2527 -3.8057 5.0693
C 2.3698 -2.9903 3.9565
H 0.9262 -5.0130 1.6476
H 0.7342 -6.4851 3.6557
H 1.5812 -5.6925 5.8359
H 2.6063 -3.4499 6.0275
H 2.7913 -1.9973 4.0200
C -2.8806 1.6174 4.6489
N -2.2525 0.4372 4.0975
C -1.1945 0.4518 3.2704
N -0.6329 1.6262 2.9976
S -0.6282 -0.9954 2.5911
H -3.7081 1.3083 5.2812
H -3.2737 2.2647 3.8600
H -2.1822 2.1867 5.2671
H -2.6647 -0.4672 4.2434
H -0.9534 2.4805 3.4187
H 0.2019 1.6415 2.4168
C 1.9294 -0.7461 -5.0818
P 2.3488 -0.4758 -3.3495
C 4.0222 -1.1011 -3.1490
C 2.4403 1.3063 -3.1520
O 1.3758 -1.1359 -2.4184
H 2.6879 -0.3135 -5.7351
H 0.9620 -0.2905 -5.2906
H 1.8612 -1.8177 -5.2696
H 4.7089 -0.6105 -3.8390
H 4.0188 -2.1753 -3.3337
H 4.3435 -0.9214 -2.1233
H 3.1312 1.7457 -3.8731
H 2.7831 1.5446 -2.1437
H 1.4456 1.7272 -3.3017
O 2.9579 1.3693 2.9412
S 2.8457 1.6720 1.5414
O 3.4951 2.8679 1.0629
O 1.4738 1.4943 1.0310
S 3.9441 0.2145 0.4560